DFT (ωB97M-V/def2-TZVPD) results for C2H2Br2F2 as an isolated structure in a non-equilibrium geometry.

Calculated values
Highest occupied orbital energy = -10.7 eV
DFT total energy = -147625.416 eV
LUMO = 0.25 eV
Multiplicity = 1
Maximum force = 3.68 eV/A

CARTESIAN COORDINATES (ANGSTROEM)
C 0.689 0.238 -0.434
C -0.536 -0.242 0.588
F 1.233 1.422 -0.160
F 0.221 0.446 -1.703
Br -2.028 0.922 0.545
Br -1.011 -2.092 0.151
H 1.479 -0.651 -0.637
H -0.046 -0.042 1.649

***

DFT (ωB97M-V/def2-TZVPD) results for the molecule C7H10O3S in a non-equilibrium geometry.

Calculated values
SMILES string = C=[S@@]1(=O)O[C@@H]2C[C@@H]3C[C@H]1[C@H]2O3
Highest occupied orbital energy = -8.7 eV
DFT total energy = -24393.963 eV
LUMO = 0.64 eV
Multiplicity = 1
Maximum force = 4.99 eV/A

CARTESIAN COORDINATES (ANGSTROEM)
C -0.631 -1.278 -2.728
C 1.264 0.292 1.305
C -1.161 -0.384 1.376
C -0.045 0.622 1.840
C 1.218 0.920 -0.165
C -0.312 1.318 -0.184
C -0.990 0.017 -0.172
O 0.474 -2.224 -0.489
O -0.419 1.844 1.179
O 1.438 0.005 -1.146
S 0.084 -1.032 -1.248
H -0.384 -2.369 -3.126
H -0.479 -0.454 -3.297
H 2.099 0.809 1.821
H 1.381 -0.812 1.089
H -0.964 -1.466 1.429
H -2.074 -0.178 1.823
H 0.016 0.705 2.979
H 1.990 1.694 -0.535
H -0.542 2.024 -0.874
H -1.961 -0.053 -0.876

***

DFT (ωB97M-V/def2-TZVPD) results for a 7-piece molecular cluster, H14O7 overall in a non-equilibrium geometry.

Calculated values
SMILES string = O.O.O.O.O.O.O
Highest occupied orbital energy = -11.1 eV
DFT total energy = -14560.076 eV
LUMO = 0.31 eV
Multiplicity = 1
Maximum force = 2.16 eV/A

CARTESIAN COORDINATES (ANGSTROEM)
O 2.159 -8.980 5.998
H 2.288 -9.936 5.648
H 3.062 -8.613 5.920
O -0.230 -7.603 1.563
H 0.553 -7.079 1.475
H -0.712 -7.352 0.733
O 2.304 -6.863 2.852
H 2.231 -7.787 2.685
H 1.631 -6.729 3.523
O 1.929 -9.531 2.869
H 1.036 -9.209 3.130
H 1.933 -9.475 1.920
O 2.935 -11.215 4.774
H 2.198 -11.768 4.485
H 3.053 -10.648 3.976
O 0.221 -7.971 4.589
H -0.553 -8.036 5.207
H 0.973 -8.423 5.107
O 2.783 -11.058 8.475
H 2.548 -10.297 9.061
H 2.718 -10.576 7.653

***

DFT (ωB97M-V/def2-TZVPD) results for a 2-piece molecular cluster, BrClH4Si2 overall in a non-equilibrium geometry.

Calculated values
Highest occupied orbital energy = -8.9 eV
DFT total energy = -98384.854 eV
LUMO = -1.04 eV
Multiplicity = 1
Maximum force = 1.89 eV/A

CARTESIAN COORDINATES (ANGSTROEM)
Si 1.870 0.464 -0.021
Si -2.933 -1.480 -0.444
Cl 1.277 -1.293 0.917
Br -3.454 -0.379 1.423
H 1.492 0.577 -1.379
H 1.247 1.601 0.679
H 3.223 0.828 0.212
H -2.722 -0.318 -1.387